(1)
A molecular structure, C24H37As3N3O2Se2Te2V, computed with the ωB97M-V functional and the def2-TZVPD basis.

Each line ends with the Löwdin charge.
Geometry (Å):
V: 2.06376 0.98771 -0.95455  0.06
O: -0.44685 2.20419 3.86296  0.05
C: 0.58167 1.39321 4.23302  -0.28
C: 0.72549 1.02689 5.57004  -0.04
C: 1.73841 0.17332 5.96963  -0.10
C: 2.62513 -0.33158 5.03044  -0.09
C: 2.47610 0.02793 3.70260  -0.02
C: 1.46771 0.88978 3.27313  -0.09
C: 1.40944 1.17184 1.80743  -0.45
O: 1.97841 0.32369 1.04127  -0.18
N: 0.81186 2.28269 1.41370  0.10
N: 0.91864 2.36407 0.05489  -0.13
C: 0.46613 3.38924 -0.56840  -0.10
C: 0.67420 3.40445 -2.01231  -0.28
C: 0.19049 4.42989 -2.81223  -0.02
C: 0.46270 4.40322 -4.17019  -0.07
C: 1.22561 3.36975 -4.68101  -0.06
C: 1.67773 2.38138 -3.81941  -0.19
N: 1.38423 2.37358 -2.52143  0.01
H: -0.96646 2.40479 4.64814  0.10
H: 0.02310 1.41816 6.29958  0.11
H: 1.82964 -0.09580 7.01463  0.10
H: 3.42273 -0.99895 5.32830  0.10
H: 3.14255 -0.36035 2.94437  0.12
H: -0.01799 4.20835 -0.04443  0.13
H: -0.37216 5.23698 -2.36248  0.11
H: 0.10318 5.19505 -4.81536  0.10
H: 1.50146 3.33014 -5.72539  0.11
H: 2.31855 1.57861 -4.16899  0.02
C: 1.85411 -2.72587 -1.71314  -0.30
As: 0.82074 -1.10436 -2.06073  1.10
C: 0.99235 -1.05737 -3.99890  -0.31
C: -1.00069 -1.88577 -2.11684  -0.35
C: -1.86894 -2.03848 -0.84843  -0.70
C: -2.68068 -3.33327 -1.00064  -0.09
C: -2.87374 -0.88038 -0.75781  -0.39
As: -2.10342 0.93701 -0.72107  1.15
C: -3.78302 1.83830 -1.21339  -0.34
C: -2.26477 1.24363 1.20788  -0.33
C: -0.98901 -2.12597 0.40664  -0.39
As: -1.93269 -2.53810 2.09619  1.12
C: -0.42120 -2.11953 3.26891  -0.33
C: -1.64129 -4.48552 2.10731  -0.35
H: 1.34784 -3.60178 -2.12196  0.03
H: 2.00923 -2.84769 -0.64219  0.02
H: 2.82537 -2.60474 -2.19221  0.00
H: 0.68777 -2.01610 -4.42219  0.03
H: 2.03325 -0.85210 -4.25549  -0.06
H: 0.35681 -0.26517 -4.39580  0.02
H: -0.82962 -2.87078 -2.56098  0.07
H: -1.54201 -1.30238 -2.86729  0.07
H: -3.24019 -3.32040 -1.93907  0.08
H: -3.40015 -3.44633 -0.18500  0.06
H: -2.02413 -4.20741 -1.00789  0.08
H: -3.52337 -0.99939 0.11431  0.05
H: -3.51449 -0.91540 -1.64521  0.07
H: -4.61908 1.45462 -0.62585  0.02
H: -3.98219 1.67981 -2.27334  0.01
H: -3.68434 2.90980 -1.03844  0.01
H: -3.28749 1.04571 1.53433  0.02
H: -1.97413 2.26440 1.45086  0.01
H: -1.57770 0.59117 1.74511  -0.01
H: -0.44927 -1.18535 0.56383  0.04
H: -0.22908 -2.90229 0.27337  0.07
H: -0.34225 -1.04336 3.41038  0.00
H: 0.51497 -2.48399 2.84405  0.04
H: -0.58268 -2.58484 4.24168  0.02
H: -2.32005 -4.98254 1.41637  0.00
H: -1.83623 -4.86035 3.11260  0.01
H: -0.61172 -4.72104 1.83339  0.02
Se: 4.36156 -0.06736 -1.56551  -0.23
Te: 4.86655 0.10573 -4.00193  0.04
Te: 4.70420 3.88187 -2.40592  0.00
Se: 4.33941 2.24116 -0.58793  -0.20

Output
multiplicity = 4
E_LUMO (spin up / spin down) = 2.2 / 2.0 eV
ΔE to the lowest compared entry with this formula, charge and spin = 35.4 kcal per mole
charge = -1

(2)
A molecular structure, C24H37AuN4Si3, computed with the ωB97M-V functional and the def2-TZVPD basis.

Each line ends with the natural charge from an NBO analysis.
Geometry (Å):
Au: 0.08276 -0.79907 0.21452  0.67
C: -0.78551 1.61514 2.55537  -1.14
Si: -0.14215 2.24666 0.89473  1.79
C: -0.92227 3.94652 0.67466  -1.15
C: 1.71015 2.55012 1.11125  -1.14
C: -0.47209 1.11192 -0.53636  -2.03
Si: -2.24380 0.99642 -1.05698  1.78
C: -3.42220 1.02467 0.40464  -1.14
C: -2.72924 2.43220 -2.17440  -1.15
C: -2.66062 -0.56521 -2.01874  -1.14
Si: 0.70632 1.36042 -1.92449  1.78
C: 0.26941 0.44037 -3.50415  -1.14
C: 0.96215 3.15331 -2.42933  -1.16
C: 2.45780 0.67415 -1.51600  -0.19
C: 3.63726 1.16018 -2.08427  -0.24
C: 4.84684 0.55012 -1.79166  -0.17
C: 4.86591 -0.54327 -0.93747  -0.27
C: 3.66108 -0.97885 -0.41011  0.04
N: 2.49988 -0.38666 -0.69069  -0.50
H: -0.16140 1.99470 3.37260  0.23
H: -0.78386 0.52136 2.60664  0.23
H: -1.80925 1.95588 2.73540  0.23
H: -0.67222 4.60000 1.51753  0.23
H: -2.01443 3.87352 0.62287  0.23
H: -0.57486 4.42980 -0.24389  0.23
H: 1.92292 2.87700 2.13467  0.23
H: 2.06943 3.33381 0.43390  0.23
H: 2.29679 1.64812 0.91123  0.23
H: -3.45286 2.00768 0.88596  0.23
H: -3.12350 0.28850 1.15746  0.24
H: -4.43845 0.78600 0.07109  0.23
H: -2.53361 3.39771 -1.69672  0.23
H: -3.79404 2.38802 -2.42727  0.23
H: -2.16303 2.40690 -3.11351  0.22
H: -2.41976 -1.45737 -1.43067  0.23
H: -2.11087 -0.62475 -2.96315  0.23
H: -3.73209 -0.58861 -2.25449  0.23
H: -0.66626 0.80485 -3.94200  0.23
H: 0.16184 -0.63323 -3.31724  0.23
H: 1.06595 0.58191 -4.24187  0.23
H: -0.00324 3.63181 -2.62828  0.24
H: 1.56246 3.22762 -3.34202  0.23
H: 1.46339 3.72656 -1.64273  0.23
H: 3.60344 2.01813 -2.74629  0.22
H: 5.76800 0.92273 -2.22291  0.21
H: 5.79121 -1.04431 -0.68451  0.22
H: 3.61340 -1.82725 0.26893  0.20
N: -0.82647 -3.50248 2.19208  -0.57
C: -0.12744 -2.54596 2.92647  0.40
C: -0.44447 -2.40756 4.28445  -0.28
C: 0.25015 -1.48846 5.03325  -0.14
C: 1.24261 -0.72078 4.42907  -0.29
C: 1.47296 -0.91623 3.08680  0.07
N: 0.80724 -1.81330 2.33876  -0.51
C: -0.86477 -3.77228 0.82768  0.40
C: -1.78166 -4.73593 0.38328  -0.28
C: -1.81722 -5.05019 -0.95281  -0.14
C: -0.94529 -4.41306 -1.83307  -0.29
C: -0.09284 -3.46836 -1.31453  0.07
N: -0.04785 -3.14103 -0.00824  -0.52
H: -1.51791 -3.99969 2.72448  0.40
H: -1.22522 -3.01437 4.72716  0.21
H: 0.01786 -1.36173 6.08347  0.22
H: 1.80864 0.01618 4.98239  0.23
H: 2.21728 -0.33331 2.55410  0.21
H: -2.44764 -5.21950 1.08842  0.21
H: -2.52203 -5.78841 -1.31582  0.22
H: -0.94282 -4.63552 -2.89143  0.23
H: 0.60011 -2.92426 -1.94719  0.21

Output
E_LUMO = 0.5 eV
charge = 0

(3)
8 unconnected molecules or ions with the total composition C24H37BCl14F13O2, computed with the ωB97M-V functional and the def2-TZVPD basis.

Each line ends with the Löwdin charge.
Geometry (Å):
F: -0.02224 -5.74200 2.18221  0.12
C: -0.53860 -4.48505 2.52149  -0.36
F: 0.44762 -3.89331 3.34248  0.09
F: -1.65846 -4.63744 3.31791  0.14
C: -0.76323 -3.53726 1.24969  -0.21
F: -0.97796 -2.24053 1.72799  0.08
F: 0.49702 -3.51859 0.57813  0.05
C: -1.83913 -4.06367 0.19884  -0.21
F: -1.14434 -4.33051 -1.01297  0.08
F: -2.34827 -5.31601 0.59908  0.11
C: -2.99370 -3.03290 -0.18324  -0.21
F: -2.49234 -1.78162 -0.61810  0.09
F: -3.61261 -3.57808 -1.33895  0.09
C: -4.14681 -2.91123 0.90803  -0.25
F: -3.69714 -2.88640 2.23466  0.10
F: -4.92387 -4.09214 0.78346  0.10
C: -5.16173 -1.69586 0.71421  -0.31
F: -5.67848 -1.76076 -0.58853  0.07
F: -4.52120 -0.41320 0.81986  0.02
C: -6.23509 -1.75587 1.87993  -0.10
C: -7.74931 -1.48718 1.45386  -0.10
B: -8.64307 -2.73294 2.10885  -0.80
O: -10.09351 -2.60428 1.83509  -0.11
C: -10.25261 -3.52967 0.71227  -0.17
C: -9.45900 -4.78778 1.37423  -0.20
O: -8.22651 -4.11204 1.68012  -0.13
H: -6.19647 -2.72200 2.49704  0.12
H: -5.95136 -0.93036 2.62547  0.13
H: -8.12713 -0.53709 1.94386  0.09
H: -7.95709 -1.49770 0.33937  0.09
H: -8.41548 -2.79295 3.29915  0.09
H: -9.51898 -3.19320 -0.10438  0.11
H: -11.33963 -3.68099 0.41712  0.11
H: -9.97577 -5.06612 2.36044  0.12
H: -9.39509 -5.72057 0.72126  0.11
Cl: 4.68476 -1.52952 -1.16424  0.54
C: 3.98659 -2.36224 0.24734  -0.67
C: 3.99951 -1.49634 1.49142  -0.70
Cl: 5.65333 -1.22106 2.10047  0.58
H: 4.54012 -3.28965 0.39943  0.07
H: 2.95824 -2.61832 -0.01439  0.03
H: 3.44610 -1.99187 2.29172  0.08
H: 3.54212 -0.52940 1.31384  -0.02
Cl: 8.82469 -0.60048 3.33830  0.52
C: 7.97511 0.96271 3.24869  -0.70
C: 8.62517 2.01713 4.12054  -0.67
Cl: 8.42542 1.67172 5.85665  0.53
H: 6.93390 0.79789 3.52658  0.03
H: 8.00271 1.27761 2.20395  0.07
H: 8.16001 2.98716 3.93574  0.07
H: 9.69234 2.10649 3.91385  0.07
Cl: 0.24668 1.08448 -3.61921  0.55
C: -0.09969 -0.48810 -2.85317  -0.66
C: 1.01307 -1.48998 -3.07872  -0.67
Cl: 1.11783 -2.00643 -4.78092  0.54
H: -1.05252 -0.85035 -3.24112  0.07
H: -0.21639 -0.30062 -1.78561  0.02
H: 0.82653 -2.38801 -2.48614  0.07
H: 1.98375 -1.08464 -2.78702  0.03
Cl: -0.05525 0.58942 3.16419  0.57
C: 0.86401 1.65002 2.06751  -0.70
C: 0.70849 1.23324 0.62507  -0.64
Cl: 1.49928 -0.32315 0.29924  0.66
H: 1.90828 1.63836 2.38341  0.07
H: 0.48029 2.66046 2.20230  0.01
H: 1.17272 1.97282 -0.02658  -0.02
H: -0.34141 1.14305 0.34115  0.08
Cl: 0.51139 5.23918 3.86691  0.56
C: 1.42962 6.29748 2.76723  -0.66
C: 1.27845 5.88228 1.31890  -0.63
Cl: 2.08248 4.32946 0.97939  0.63
H: 2.47424 6.28683 3.08069  0.07
H: 1.04267 7.30878 2.90462  0.07
H: 1.74194 6.62732 0.66970  0.07
H: 0.22937 5.78980 1.03519  0.08
Cl: 3.24567 1.60761 -1.39916  0.57
C: 4.17321 2.63982 -2.51484  -0.63
C: 4.01031 2.20655 -3.95634  -0.68
Cl: 4.79272 0.63894 -4.27925  0.54
H: 5.21900 2.62049 -2.20496  0.07
H: 3.79963 3.65820 -2.38930  0.06
H: 4.48012 2.93680 -4.61755  0.01
H: 2.95854 2.12342 -4.23406  0.04
Cl: 5.46920 5.79783 -8.35282  0.54
C: 3.84828 5.33774 -7.77479  -0.66
C: 3.45686 6.08604 -6.51743  -0.65
Cl: 4.42641 5.58668 -5.10862  0.57
H: 3.83833 4.25828 -7.61885  0.07
H: 3.14775 5.57255 -8.57802  0.07
H: 2.41368 5.87803 -6.27282  0.07
H: 3.56865 7.16384 -6.64024  0.07

Output
E_LUMO = 1.2 eV
charge = -1

Number 1: molecular weight 1088.409 g mol⁻¹, DFT total energy -14241.83163 hartree. Number 2: molecular weight 662.813 g mol⁻¹, DFT total energy -2160.04111 hartree. Number 3: molecular weight 1111.686 g mol⁻¹, DFT total energy -8853.02837 hartree.